(1)
The following is a quantum chemistry calculation of a structure of composition C46H58CaN2O4Si4Te at a distorted geometry, from the Open Molecules 2025 dataset.

## Properties
* 2S+1: 1
* gap between HOMO and LUMO (spin up / spin down): 3.8 / 3.9 eV
* net charge: -2

Last column: Löwdin charge in e.
Positions of all 116 atoms, in Å:
Ca 10.0322 14.6054 10.0628  1.453
O 10.1845 12.4932 9.6003  -0.386
C 10.4662 11.3772 10.2890  -0.536
C 10.1748 11.6184 11.8025  -0.051
C 11.0587 12.6342 12.5565  -0.247
C 11.9721 12.1898 13.5413  -0.041
C 12.6317 13.1490 14.2747  -0.084
C 12.4788 14.4720 13.9939  -0.032
C 11.4927 14.8576 13.0688  -0.234
C 11.1239 16.2855 12.9506  -0.068
C 11.5948 17.0254 11.6602  -0.505
O 11.3449 16.2109 10.5752  -0.397
C 10.7934 18.3113 11.5946  -0.130
C 10.9161 19.3207 12.5308  -0.038
C 10.1474 20.4512 12.4400  -0.126
C 9.1803 20.5718 11.5100  -0.136
C 9.1724 19.6988 10.4206  -0.082
C 9.9421 18.5621 10.4758  -0.003
C 13.0386 17.5379 11.6439  -0.176
C 13.7394 17.6382 12.7908  -0.067
C 14.9750 18.3438 12.8472  -0.075
C 15.5232 18.7831 11.6643  -0.110
C 14.8697 18.5535 10.4325  -0.079
C 13.6413 17.9280 10.4367  -0.021
N 10.8020 13.9194 12.3914  0.097
C 9.4570 10.2206 9.8184  -0.102
C 8.2554 10.5529 9.0900  0.018
C 7.3538 9.4665 8.8992  -0.120
C 7.6510 8.1921 9.1456  -0.162
C 8.8448 7.8781 9.7275  -0.101
C 9.6987 8.8968 10.1369  -0.049
C 11.9426 10.9133 10.0179  -0.163
C 12.6970 10.2920 11.0058  -0.081
C 13.9742 9.7801 10.7494  -0.141
C 14.4995 9.8470 9.5108  -0.157
C 13.7848 10.5100 8.4762  -0.100
C 12.5170 11.0673 8.7528  -0.052
H 10.1814 10.6385 12.4393  0.147
H 9.1926 12.0475 11.6553  0.115
H 12.0742 11.1469 13.7198  0.090
H 13.2606 12.9083 15.1809  0.128
H 13.0279 15.2662 14.4968  0.105
H 11.3137 16.7709 13.8943  0.108
H 10.0470 16.3355 12.9507  0.129
H 11.6782 19.1432 13.2948  0.116
H 10.2841 21.2554 13.1983  0.110
H 8.5586 21.4606 11.5482  0.091
H 8.4473 19.9829 9.6315  0.107
H 9.8622 17.8599 9.7056  0.080
H 13.3282 17.1535 13.7070  0.095
H 15.6871 18.1412 13.6907  0.115
H 16.5676 19.0315 11.5730  0.088
H 15.4215 18.7748 9.4855  0.111
H 12.9603 17.8611 9.5727  0.125
H 8.1072 11.6248 8.9650  0.103
H 6.3820 9.7961 8.3683  0.122
H 7.0941 7.3479 8.8100  0.090
H 9.1426 6.8486 9.8504  0.095
H 10.5849 8.5499 10.6277  0.100
H 12.2280 10.2722 11.9496  0.061
H 14.5766 9.4754 11.5960  0.103
H 15.5340 9.5705 9.3076  0.101
H 14.1864 10.7355 7.5042  0.090
H 11.9908 11.6846 8.0222  0.118
C 22.5949 14.4612 13.2663  -0.256
Si 20.8562 15.2465 13.2218  0.197
C 20.5179 15.1609 15.0257  -0.285
C 19.9388 13.8041 12.4974  -0.237
Si 20.6051 17.4576 12.4271  0.306
Te 14.8300 13.3233 10.5530  0.254
Si 22.6458 18.4152 13.0973  0.266
C 23.0195 18.5271 14.9369  -0.235
C 24.1943 17.7080 12.2365  -0.236
C 22.5463 20.2977 12.5694  -0.246
Si 20.9887 17.0533 10.1708  0.228
C 22.3048 15.8566 9.4207  -0.219
C 21.0706 18.6093 9.0925  -0.265
C 19.3254 16.3738 9.5701  -0.269
H 22.5715 13.5405 13.9350  0.035
H 23.3775 15.0269 13.8320  0.017
H 23.1116 14.2222 12.3438  0.001
H 19.7271 15.7624 15.5415  0.027
H 21.4313 15.6607 15.4827  0.021
H 20.4371 14.1490 15.4848  0.027
H 20.1614 12.9919 13.1650  0.009
H 20.4141 13.5197 11.5909  0.002
H 18.8751 13.7832 12.2866  0.020
H 22.3962 17.8477 15.5260  0.004
H 22.7028 19.4711 15.2814  -0.009
H 24.0807 18.4339 15.1439  0.015
H 24.2708 16.6603 12.4280  -0.017
H 25.0503 18.2160 12.7180  0.014
H 24.1558 17.9019 11.1579  0.013
H 21.5966 20.7432 12.8750  0.011
H 22.5190 20.2803 11.4890  -0.013
H 23.4456 20.8058 12.8945  0.003
H 23.2740 16.2655 9.2816  -0.013
H 21.8861 15.5987 8.4475  0.011
H 22.4333 14.9527 10.0202  0.002
H 22.1270 19.0455 9.0602  0.029
H 20.4044 19.4158 9.4088  0.013
H 20.8705 18.4419 8.0284  0.010
H 19.0674 15.3576 9.9151  0.017
H 19.1840 16.4066 8.4865  0.012
H 18.5315 17.0771 9.8825  0.012
O 7.9079 15.7046 10.4929  -0.112
C 7.4890 15.8450 9.3306  -0.555
C 6.0137 16.1977 9.1001  -0.119
C 5.9565 16.0147 7.6577  -0.134
C 7.4184 15.7907 7.1627  -0.516
O 7.7134 15.8144 5.9883  0.026
N 8.2449 15.6280 8.2477  0.114
H 5.8251 17.1847 9.4987  0.118
H 5.5075 15.4828 9.6940  0.102
H 5.4876 16.7994 7.0325  0.116
H 5.4128 15.0686 7.4136  0.125

***

(2)
The following is a quantum chemistry calculation of a cluster of 2 separate species, C5H16N2OP in total at a distorted geometry, from the Open Molecules 2025 dataset.

## Properties
* 2S+1: 1
* energy above the lowest of the compared OMol25 structures with the same formula, charge and spin: 3.336 eV
* gap between HOMO and LUMO (spin up / spin down): 8.3 / 8.3 eV
* net charge: +1

Last column: natural (NBO) charge in e.
Positions of all 25 atoms, in Å:
C -2.9409 -1.3803 -0.4246  -0.418
C -0.8347 -1.7503 0.6560  -0.258
C 0.4455 1.8185 -1.1780  -0.404
C 0.0697 1.6064 1.2232  -0.424
C -1.2991 0.3998 -0.3515  -0.124
N -1.5580 -0.9512 -0.1023  -0.222
N 0.0650 0.9036 -0.0766  -0.414
O 2.7017 -0.2785 0.7741  -1.064
P 2.8645 -1.1766 -0.6285  0.651
H -3.4077 -1.5653 0.5467  0.240
H -3.4072 -0.7309 -1.1716  0.244
H -2.9025 -2.4338 -0.6357  0.236
H 2.8701 0.0262 -1.4142  -0.066
H -1.3877 -2.7025 0.9227  0.215
H 0.0974 -1.5161 1.0841  0.199
H 0.5441 1.3032 -2.0917  0.236
H -0.2045 2.6423 -1.3648  0.239
H 1.3466 2.2379 -1.0098  0.225
H -0.6564 2.2962 1.2577  0.222
H -0.0708 1.0031 2.1850  0.246
H 1.1327 2.0067 1.4766  0.234
H -1.9346 0.9590 -1.0753  0.227
H 0.7102 0.0924 0.1337  0.477
H 3.3292 -0.3734 1.5903  0.538
H 4.2453 -1.0807 -0.7642  -0.035

***

(3)
The following is a quantum chemistry calculation of the molecule C3H5N3O3S at a distorted geometry, from the Open Molecules 2025 dataset.

## Properties
* 2S+1: 1
* energy above the lowest of the compared OMol25 structures with the same formula, charge and spin: 2.908 eV
* SMILES: [H]/N=c1/nc(S(C)(=O)=O)[nH]o1
* gap between HOMO and LUMO: 9.1 eV
* net charge: 0

Last column: natural (NBO) charge in e.
Positions of all 15 atoms, in Å:
H 0.8012 -4.4632 -1.9845  0.360
N 0.7133 -3.4598 -2.0500  -0.688
C 0.5073 -2.8025 -0.9777  0.599
N 0.3062 -1.4419 -0.9428  -0.466
C 0.1315 -1.1642 0.3179  0.154
S -0.2997 0.5623 0.8469  2.059
C -1.2106 1.2752 -0.5433  -0.843
O 0.8968 1.4068 1.0619  -0.887
O -1.1060 0.5177 2.0907  -0.909
N 0.2255 -2.3121 1.1154  -0.313
O 0.4018 -3.4193 0.2340  -0.295
H -1.2712 2.3661 -0.3571  0.275
H -2.2032 0.8496 -0.6087  0.251
H -0.6901 1.1271 -1.4832  0.274
H -0.3790 -2.3538 1.9662  0.429

***

(4)
The following is a quantum chemistry calculation of the molecule C4H5NO at a distorted geometry, from the Open Molecules 2025 dataset.

## Properties
* 2S+1: 1
* energy above the lowest of the compared OMol25 structures with the same formula, charge and spin: 0.650 eV
* SMILES: N#CCCC=O
* gap between HOMO and LUMO: 11.3 eV
* net charge: 0

Last column: natural (NBO) charge in e.
Positions of all 11 atoms, in Å:
N 3.0579 -0.4234 -0.3682  -0.324
C 2.0321 -0.0460 0.0099  0.286
C 0.7188 0.4205 0.4583  -0.527
C -0.4088 -0.5586 0.1008  -0.506
C -1.6520 0.1524 -0.3866  0.446
O -1.7389 1.3473 -0.5326  -0.516
H 0.7607 0.5936 1.5379  0.254
H 0.5081 1.3888 -0.0090  0.279
H -0.1034 -1.2551 -0.6907  0.250
H -0.6866 -1.1898 0.9539  0.240
H -2.5066 -0.5126 -0.6258  0.119

***

(5)
The following is a quantum chemistry calculation of a structure of composition C5H8IO2 at a distorted geometry, from the Open Molecules 2025 dataset.

## Properties
* 2S+1: 1
* energy above the lowest of the compared OMol25 structures with the same formula, charge and spin: 1.654 eV
* gap between HOMO and LUMO: 7.0 eV
* net charge: -1

Last column: natural (NBO) charge in e.
Positions of all 16 atoms, in Å:
C -1.0746 0.4787 -1.4233  0.770
C -0.3955 1.0881 0.8744  -0.717
C -0.5998 -1.4473 0.3653  -0.629
C 1.7264 -0.0773 -0.4768  -0.531
C -0.2429 -0.0363 -0.0878  -0.006
O -2.1460 0.9380 -1.0676  -0.760
O -0.5618 0.2208 -2.4891  -0.744
I 2.8751 -0.2741 1.3527  -0.040
H -1.3596 1.5471 0.5497  0.285
H -0.1574 0.9022 1.8596  0.195
H 0.3223 1.9234 0.6813  0.193
H 0.0062 -1.7032 1.4253  0.168
H -1.6211 -1.3989 0.6611  0.212
H -0.3978 -2.2626 -0.3161  0.212
H 1.9488 -0.8166 -1.1949  0.200
H 1.6779 0.9177 -0.7138  0.192

***

(6)
The following is a quantum chemistry calculation of the molecule C4H4BrN at a distorted geometry, from the Open Molecules 2025 dataset.

## Properties
* 2S+1: 1
* energy above the lowest of the compared OMol25 structures with the same formula, charge and spin: 1.361 eV
* SMILES: [H]/N=C1\CC=C1Br
* gap between HOMO and LUMO: 10.2 eV
* net charge: 0

Last column: natural (NBO) charge in e.
Positions of all 10 atoms, in Å:
H 0.9378 1.6158 2.0990  0.372
N 0.5631 0.7012 2.1315  -0.627
C 0.1722 -0.0220 1.2321  0.312
C -0.0838 0.0190 -0.2569  -0.494
C -0.6667 -1.3888 -0.0850  -0.150
C -0.4501 -1.4090 1.2414  -0.159
Br -0.9860 -2.5464 2.6445  0.090
H 0.7357 0.0004 -0.8759  0.210
H -0.6619 0.8392 -0.6024  0.217
H -1.2201 -1.9386 -0.8839  0.229

***

(7)
The following is a quantum chemistry calculation of a structure of composition C12H30O8P2Tl at a distorted geometry, from the Open Molecules 2025 dataset.

## Properties
* 2S+1: 1
* energy above the lowest of the compared OMol25 structures with the same formula, charge and spin: 2.244 eV
* gap between HOMO and LUMO: 1.4 eV
* net charge: +3

Last column: natural (NBO) charge in e.
Positions of all 53 atoms, in Å:
Tl 0.9700 -0.6004 1.3335  0.989
C 4.2494 5.5795 -0.6501  -0.627
C 2.8490 5.4947 -0.1538  -0.089
O 2.5708 4.0737 0.0656  -0.657
P 1.2033 3.6924 0.8252  2.582
O 1.1037 2.2469 0.9102  -1.145
O 0.0189 4.4580 0.0113  -0.687
C -1.1431 3.7262 -0.3717  -0.067
C -2.2189 4.2737 0.4933  -0.622
O 1.3558 4.4663 2.2338  -0.684
C 0.6854 4.0134 3.4102  -0.069
C -0.3387 5.0328 3.9948  -0.591
H 4.5344 6.5989 -0.9101  0.270
H 4.8291 5.3200 0.2357  0.261
H 4.3460 4.8132 -1.4192  0.256
H 2.6270 6.0549 0.7545  0.261
H 2.1625 6.0588 -0.7852  0.286
H -1.2517 4.0212 -1.4154  0.250
H -0.9780 2.6641 -0.1905  0.202
H -3.2045 3.8899 0.2298  0.262
H -1.9992 3.9642 1.5151  0.203
H -2.2242 5.3570 0.6138  0.255
H 0.1832 3.0680 3.2047  0.184
H 1.4030 3.7583 4.1899  0.256
H -0.5900 4.7522 5.0177  0.262
H 0.1727 5.9927 3.9236  0.245
H -1.2199 5.0099 3.3537  0.224
C 1.9980 -6.0007 -2.8997  -0.632
C 0.6669 -5.8212 -2.1153  -0.090
O 0.6799 -4.7084 -1.2690  -0.609
P -0.7321 -4.1147 -0.6826  2.548
O -0.3937 -2.9914 0.2026  -1.112
O -1.7668 -3.8896 -1.9494  -0.746
C -1.4169 -3.0477 -3.0551  -0.093
C -1.6005 -1.7324 -2.4862  -0.642
O -1.1177 -5.5016 0.1046  -0.635
C -1.4050 -5.3813 1.4915  -0.068
C -2.9307 -5.6064 1.6133  -0.593
H 2.8688 -5.7325 -2.3016  0.256
H 1.9186 -7.0788 -3.0395  0.256
H 2.0010 -5.6009 -3.9137  0.268
H -0.1430 -5.5672 -2.7991  0.246
H 0.3296 -6.6955 -1.5585  0.285
H -0.4688 -3.2739 -3.5431  0.203
H -1.9861 -3.3267 -3.9418  0.246
H -2.4885 -1.6807 -1.8563  0.240
H -0.8079 -1.4846 -1.7803  0.197
H -1.7529 -0.9574 -3.2375  0.255
H -0.8497 -6.2177 1.9160  0.239
H -0.9377 -4.4506 1.8132  0.218
H -3.0625 -6.6788 1.7575  0.261
H -3.3520 -5.0175 2.4280  0.263
H -3.3460 -5.2223 0.6816  0.228

***

(8)
The following is a quantum chemistry calculation of a structure of composition C33H45IrN2PS2 at a distorted geometry, from the Open Molecules 2025 dataset.

## Properties
* 2S+1: 2
* energy above the lowest of the compared OMol25 structures with the same formula, charge and spin: 0.968 eV
* gap between HOMO and LUMO (spin up / spin down): 6.4 / 4.0 eV
* net charge: +2

Last column: Mulliken spin population.
Positions of all 84 atoms, in Å:
Ir -0.8606 -0.8124 -0.2049  0.184
C 1.3526 -1.0603 -5.2994  -0.001
C 0.1655 -1.1672 -4.3286  -0.014
C -1.0104 -0.3083 -4.8012  0.012
C 0.6275 -0.7932 -2.9486  -0.013
C 0.7070 -1.7598 -1.9379  -0.041
C 1.2592 -1.4480 -0.6646  0.023
C 1.9160 -2.5542 0.1478  -0.007
C 3.3811 -2.6020 -0.3200  0.001
C 1.2890 -3.9372 -0.0230  -0.002
C 1.3678 -0.0681 -0.3156  0.015
C 1.4102 0.9143 -1.3971  0.009
C 1.0738 0.5140 -2.6671  0.015
C 1.8639 2.3382 -1.1579  0.000
C 0.9717 3.3787 -1.8463  0.000
C 3.3061 2.5033 -1.6643  0.000
C 1.8193 0.3084 1.0674  0.000
C 3.1679 0.5768 1.2851  0.000
C 3.6375 0.9052 2.5457  0.000
C 2.7583 0.9670 3.6164  0.000
C 1.4134 0.7091 3.4175  -0.002
C 0.9270 0.3816 2.1466  -0.004
P -0.8630 0.1235 1.8895  0.040
C -1.4016 -1.3222 2.9321  0.002
C -0.8133 -2.5297 2.1898  0.012
C -2.9306 -1.4223 3.0020  -0.002
C -0.8464 -1.3403 4.3607  0.002
C -1.7455 1.7212 2.2224  -0.014
C -0.9421 2.8290 1.5289  0.013
C -1.7896 2.0042 3.7322  0.001
C -3.1863 1.6962 1.6974  0.013
H 1.0560 -1.4465 -6.2738  0.000
H 2.2133 -1.6337 -4.9546  0.000
H 1.6594 -0.0215 -5.4317  -0.001
H -0.1591 -2.2099 -4.2961  0.002
H -0.7681 0.7561 -4.7958  0.001
H -1.8981 -0.4654 -4.1853  -0.002
H -1.2692 -0.5804 -5.8238  0.001
H 0.5204 -2.7961 -2.1903  0.008
H 1.9215 -2.2636 1.1987  -0.001
H 3.4362 -2.8038 -1.3913  0.000
H 3.9005 -3.4071 0.1996  0.000
H 3.9094 -1.6728 -0.1149  0.000
H 1.5548 -4.3711 -0.9879  0.000
H 0.2010 -3.9458 0.0540  -0.001
H 1.6790 -4.6095 0.7404  0.000
H 1.1106 1.2338 -3.4747  0.001
H 1.8562 2.5238 -0.0827  0.001
H 1.1166 3.3748 -2.9276  0.000
H 1.2381 4.3734 -1.4905  0.000
H -0.0908 3.2336 -1.6526  -0.002
H 3.3756 2.2406 -2.7211  0.000
H 4.0186 1.8870 -1.1176  -0.001
H 3.6118 3.5439 -1.5577  0.000
H 3.8600 0.5253 0.4554  0.000
H 4.6897 1.1097 2.6924  0.000
H 3.1170 1.2170 4.6056  0.000
H 0.7478 0.7615 4.2647  0.000
H -1.1378 -2.5955 1.1246  -0.005
H -1.1887 -3.4589 2.6262  0.000
H 0.2715 -2.5509 2.2405  0.000
H -3.4181 -1.3503 2.0315  0.002
H -3.3520 -0.6632 3.6588  -0.001
H -3.1838 -2.3943 3.4291  0.000
H 0.2370 -1.4450 4.3803  0.001
H -1.2687 -2.2107 4.8672  -0.001
H -1.1326 -0.4628 4.9376  0.000
H 0.0280 2.9834 2.0022  0.000
H -1.5064 3.7601 1.6020  -0.001
H -0.7789 2.6319 0.4689  -0.007
H -0.8028 2.0736 4.1842  0.001
H -2.3899 1.2767 4.2766  0.000
H -2.2655 2.9779 3.8628  0.000
H -3.2442 1.5387 0.6229  -0.003
H -3.6254 2.6737 1.9040  -0.001
H -3.8026 0.9516 2.1950  0.003
S -3.0220 -1.3988 -0.6520  0.329
C -3.1875 0.0447 -1.5861  0.029
S -1.7011 0.8858 -1.4036  0.462
C -4.2551 0.4471 -2.3373  -0.040
C -5.4223 -0.3633 -2.3949  0.004
N -6.3630 -1.0247 -2.3868  -0.009
C -4.1479 1.6778 -3.0473  0.006
N -3.9737 2.6967 -3.5518  -0.019